Density functional theory data (ωB97M-V/def2-TZVPD) for a cluster of 11 separate species, C66H165N9O8P2 in total.

CARTESIAN COORDINATES (ANGSTROEM)
C1 3.728 -1.222 -6.193
C2 3.457 -2.744 -6.102
N1 2.184 -3.046 -5.410
C3 2.176 -4.426 -4.872
C4 3.096 -4.611 -3.653
C5 1.058 -2.844 -6.367
C6 -0.311 -2.634 -5.624
H1 3.141 -0.736 -6.973
H2 4.773 -0.918 -6.244
H3 3.436 -0.765 -5.247
H4 3.495 -3.325 -7.023
H5 4.377 -3.131 -5.665
H6 1.158 -4.665 -4.565
H7 2.492 -5.118 -5.653
H8 2.742 -3.914 -2.893
H9 3.024 -5.605 -3.213
H10 4.144 -4.427 -3.886
H11 0.981 -3.723 -7.008
H12 1.280 -2.022 -7.048
H13 -0.604 -3.315 -4.825
H14 -1.126 -2.514 -6.337
H15 -0.196 -1.682 -5.107
C7 1.527 -2.368 6.245
C8 0.676 -1.030 6.360
N2 -0.792 -1.222 6.379
C9 -1.266 -1.907 5.170
C10 -1.161 -1.116 3.839
C11 -1.353 0.104 6.577
C12 -2.880 0.079 6.751
H16 1.414 -3.074 7.067
H17 2.590 -2.137 6.168
H18 1.295 -2.900 5.322
H19 1.022 -0.537 7.269
H20 1.000 -0.392 5.538
H21 -0.702 -2.821 4.985
H22 -2.280 -2.234 5.399
H23 -1.527 -1.685 2.984
H24 -1.783 -0.227 3.936
H25 -0.131 -0.805 3.664
H26 -1.100 0.867 5.840
H27 -0.987 0.505 7.522
H28 -3.233 -0.543 7.573
H29 -3.312 -0.214 5.793
H30 -3.256 1.085 6.938
C13 2.775 0.819 2.701
C14 2.811 2.371 2.767
N3 2.212 2.964 4.018
C15 0.741 2.801 4.019
C16 0.054 3.416 5.256
C17 2.755 4.321 4.303
C18 2.448 5.356 3.157
H31 3.156 0.466 3.659
H32 3.387 0.443 1.881
H33 1.800 0.374 2.503
H34 3.846 2.706 2.700
H35 2.331 2.859 1.919
H36 0.423 3.167 3.043
H37 0.585 1.728 4.123
H38 -0.018 4.501 5.184
H39 -0.981 3.078 5.195
H40 0.536 3.049 6.162
H41 3.804 4.222 4.580
H42 2.420 4.624 5.295
H43 2.772 6.368 3.399
H44 1.380 5.416 2.944
H45 2.979 5.061 2.252
C19 1.380 5.143 -0.632
C20 2.191 6.432 -0.783
N4 3.284 6.400 -1.704
C21 4.134 7.632 -1.581
C22 4.997 7.582 -0.359
C23 2.752 6.386 -3.111
C24 3.759 6.136 -4.258
H46 2.052 4.284 -0.614
H47 0.634 4.981 -1.410
H48 0.947 5.097 0.367
H49 1.565 7.292 -1.024
H50 2.583 6.698 0.199
H51 3.436 8.467 -1.517
H52 4.793 7.725 -2.444
H53 5.603 8.486 -0.419
H54 5.571 6.656 -0.321
H55 4.452 7.579 0.585
H56 1.989 5.617 -3.238
H57 2.251 7.344 -3.251
H58 4.400 5.277 -4.058
H59 3.252 5.994 -5.212
H60 4.375 7.020 -4.424
C25 -5.553 0.632 -3.866
C26 -4.883 1.368 -5.000
N5 -3.479 1.063 -5.214
C27 -2.653 1.392 -4.045
C28 -2.534 2.906 -3.736
C29 -3.272 -0.343 -5.606
C30 -3.889 -0.693 -6.918
H61 -5.810 -0.394 -4.128
H62 -6.505 1.054 -3.545
H63 -4.872 0.578 -3.016
H64 -5.294 1.294 -6.007
H65 -4.910 2.448 -4.852
H66 -2.925 0.906 -3.108
H67 -1.621 1.135 -4.285
H68 -1.810 3.156 -2.960
H69 -2.136 3.395 -4.624
H70 -3.477 3.406 -3.517
H71 -3.597 -1.071 -4.862
H72 -2.204 -0.542 -5.701
H73 -4.973 -0.801 -6.921
H74 -3.541 -1.613 -7.389
H75 -3.672 0.098 -7.635
C31 2.194 -7.226 -0.070
C32 0.671 -7.487 0.171
N6 -0.247 -6.316 0.229
C33 -1.570 -6.677 0.776
C34 -2.345 -5.369 1.019
C35 -0.270 -5.493 -0.957
C36 -1.119 -6.139 -2.071
H76 2.414 -6.753 -1.027
H77 2.751 -8.161 -0.017
H78 2.609 -6.539 0.667
H79 0.247 -8.144 -0.589
H80 0.645 -8.037 1.111
H81 -2.097 -7.369 0.119
H82 -1.542 -7.145 1.760
H83 -2.687 -4.957 0.070
H84 -3.233 -5.646 1.588
H85 -1.712 -4.609 1.476
H86 0.733 -5.224 -1.286
H87 -0.565 -4.493 -0.636
H88 -2.183 -5.945 -1.936
H89 -0.956 -7.215 -2.140
H90 -0.871 -5.809 -3.079
C37 -5.790 -2.271 -1.279
C38 -6.787 -2.969 -0.361
N7 -6.108 -3.473 0.795
C39 -6.919 -4.478 1.502
C40 -8.254 -4.029 2.006
C41 -5.665 -2.391 1.668
C42 -4.634 -2.857 2.748
H91 -4.831 -2.750 -1.476
H92 -5.537 -1.276 -0.913
H93 -6.167 -2.005 -2.267
H94 -7.597 -2.275 -0.137
H95 -7.245 -3.737 -0.985
H96 -6.991 -5.323 0.819
H97 -6.362 -4.900 2.339
H98 -8.297 -3.159 2.661
H99 -8.898 -3.835 1.148
H100 -8.728 -4.804 2.608
H101 -6.542 -1.916 2.108
H102 -5.184 -1.615 1.074
H103 -4.964 -3.674 3.389
H104 -4.314 -2.047 3.402
H105 -3.774 -3.329 2.272
C43 1.864 -2.384 1.939
C44 2.544 -3.702 2.005
N8 3.158 -3.918 3.336
C45 4.172 -2.931 3.736
C46 5.446 -3.095 2.840
C47 3.490 -5.335 3.469
C48 3.994 -5.707 4.853
H106 0.937 -2.601 1.409
H107 2.420 -1.662 1.342
H108 1.615 -1.944 2.905
H109 1.814 -4.502 1.887
H110 3.210 -3.798 1.148
H111 4.409 -3.044 4.794
H112 3.823 -1.910 3.578
H113 5.266 -2.962 1.774
H114 5.929 -4.059 2.998
H115 6.132 -2.332 3.208
H116 2.686 -5.986 3.125
H117 4.231 -5.670 2.744
H118 3.231 -5.324 5.530
H119 4.094 -6.777 5.033
H120 4.940 -5.227 5.105
C49 -0.170 2.398 -0.119
C50 -1.081 1.200 0.143
N9 -0.926 0.100 -0.883
C51 -2.114 -0.711 -1.067
C52 -2.429 -1.566 0.169
C53 0.404 -0.550 -0.791
C54 0.710 -1.564 -1.880
H121 0.900 2.222 -0.010
H122 -0.392 3.248 0.526
H123 -0.218 2.779 -1.139
H124 -0.923 0.840 1.159
H125 -2.081 1.625 0.225
H126 -2.918 -0.025 -1.333
H127 -2.075 -1.441 -1.876
H128 -3.248 -2.264 -0.007
H129 -1.551 -2.157 0.429
H130 -2.812 -1.052 1.051
H131 0.403 -1.036 0.185
H132 1.190 0.180 -0.598
H133 -0.084 -2.297 -2.023
H134 1.610 -2.092 -1.566
H135 0.921 -1.113 -2.850
C55 -4.834 2.698 -0.658
C56 -5.124 4.216 -0.648
O1 -4.742 4.726 0.628
P1 -3.215 5.097 1.011
O2 -2.335 5.598 -0.098
O3 -3.429 6.304 2.170
C57 -2.349 7.160 2.502
C58 -1.246 6.417 3.184
O4 -2.733 3.801 1.869
C59 -3.300 3.502 3.112
C60 -3.335 2.019 3.080
H136 -5.398 2.197 -1.446
H137 -3.772 2.514 -0.820
H138 -5.162 2.246 0.278
H139 -4.746 4.706 -1.545
H140 -6.205 4.349 -0.697
H141 -2.039 7.656 1.582
H142 -2.765 7.865 3.222
H143 -0.325 7.000 3.189
H144 -1.576 6.198 4.199
H145 -0.999 5.490 2.667
H146 -2.616 3.865 3.879
H147 -4.233 4.011 3.358
H148 -3.625 1.665 4.070
H149 -3.982 1.592 2.315
H150 -2.335 1.616 2.919
C61 7.011 4.443 -1.938
C62 5.753 3.829 -1.352
O5 5.808 2.468 -1.829
P2 4.450 1.548 -1.811
O6 3.708 1.486 -0.536
O7 5.039 0.129 -2.311
C63 4.287 -1.043 -2.432
C64 4.622 -1.980 -1.227
O8 3.604 2.151 -3.062
C65 2.182 2.049 -3.045
C66 1.679 1.855 -4.450
H151 7.097 5.454 -1.539
H152 7.990 3.984 -1.799
H153 6.892 4.619 -3.008
H154 5.761 4.012 -0.277
H155 4.882 4.396 -1.680
H156 3.201 -0.976 -2.506
H157 4.664 -1.565 -3.312
H158 5.705 -2.096 -1.193
H159 4.425 -1.543 -0.248
H160 4.307 -3.018 -1.340
H161 1.968 1.151 -2.465
H162 1.759 2.950 -2.602
H163 1.897 0.874 -4.873
H164 0.595 1.971 -4.477
H165 2.062 2.600 -5.147

Its net charge is 0. The calculation puts the molecular weight at 1275.0 g/mol. The value obtained for the gap between HOMO and LUMO is 8.428 eV. Its HOMO energy is -7.80 eV. For the total energy, the calculation gives -119487.840 eV. The lowest unoccupied orbital energy is 0.631 eV. The spin multiplicity is 1.